# 1
Formula: C9H9ClN2
Source: the Open Molecules 2025 dataset
Level of theory: wB97M-V/def2-TZVPD

Structure (XYZ):
```
21
Properties=species:S:1:pos:R:3:nbo_charge:R:1
C 3.2402 0.7944 -0.1830 0.171
C -2.7457 -1.2665 0.1859 -0.213
C -1.9744 -1.7491 -0.8734 -0.208
C -2.4001 -0.0823 0.7848 -0.194
C -0.9698 -0.9496 -1.3494 -0.166
C -1.2712 0.6759 0.3253 -0.203
C -0.5821 0.2543 -0.7499 -0.146
C 0.5972 0.9338 -1.2568 -0.307
C 2.3540 0.1284 0.6567 0.031
N 3.9576 1.4308 -0.8259 -0.300
N 2.0624 0.7404 1.8675 -0.774
Cl 1.9102 -1.5054 0.4443 0.073
H -3.3860 -1.8718 0.6965 0.208
H -2.0771 -2.7106 -1.1793 0.210
H -2.9925 0.3195 1.5648 0.209
H -0.4451 -1.1260 -2.3273 0.207
H -0.7348 1.3954 0.9532 0.201
H 0.9590 0.6493 -2.2141 0.199
H 0.9310 1.8678 -0.7206 0.197
H 1.1619 0.4355 2.2624 0.407
H 2.4052 1.6358 1.9383 0.400
```

The net charge is 0. The HOMO-LUMO gap (alpha / beta) is 7.25 / 7.28 eV. As for the energy above the lowest of the compared OMol25 structures with the same formula, charge and spin: 376.6 kJ/mol.

=====

# 2
Formula: C9H9ClNO2
Source: the Open Molecules 2025 dataset
Level of theory: wB97M-V/def2-TZVPD

Structure (XYZ):
```
22
Properties=species:S:1:pos:R:3:nbo_charge:R:1
C 1.2496 -0.2868 -1.6751 -0.633
C 0.8365 -0.3761 -0.2516 0.174
N -0.3598 0.4076 0.1018 -0.334
C -0.2361 1.8243 -0.0663 -0.137
C -1.4882 2.2852 0.3626 -0.289
C -2.3395 1.2607 0.5770 -0.304
C -1.6745 0.0190 0.3901 0.081
C -2.1461 -1.4036 0.2897 0.719
O -1.4611 -2.0991 -0.4761 -0.764
O -3.1467 -1.7156 0.9748 -0.752
C 1.2743 -1.5652 0.5420 -0.420
C 2.0187 -0.3087 0.8043 -0.218
Cl 3.6931 -0.0370 0.2017 -0.108
H 0.6658 0.5348 -2.0583 0.226
H 0.9514 -1.1702 -2.2608 0.227
H 2.2276 -0.0484 -1.7931 0.212
H 0.7396 2.1743 -0.1721 0.202
H -1.8846 3.3142 0.2666 0.197
H -3.2582 1.4011 0.9988 0.210
H 1.7196 -2.4763 0.1449 0.233
H 0.6039 -1.9043 1.3419 0.252
H 2.0148 0.1704 1.7570 0.226
```

The net charge is -1. The HOMO-LUMO gap is 7.21 eV. As for the energy above the lowest of the compared OMol25 structures with the same formula, charge and spin: 82.7 kJ/mol.

=====

# 3
Formula: C9H9F2NO3
Source: the Open Molecules 2025 dataset
Level of theory: wB97M-V/def2-TZVPD

Structure (XYZ):
```
24
Properties=species:S:1:pos:R:3:nbo_charge:R:1
C 0.6796 -0.9674 -0.7156 -0.201
C -1.0459 0.5182 0.0121 -0.191
C 1.5659 -0.4622 0.2136 -0.175
C -0.2455 0.7962 1.1225 -0.168
C -0.6329 -0.4924 -0.8816 -0.020
C 1.0801 0.3856 1.1710 -0.147
C -1.5660 -0.9657 -1.9400 -0.649
C 2.0981 1.0286 2.0764 0.214
C 2.8452 2.5320 0.8602 0.664
N 1.5352 3.2928 0.7298 0.456
O 1.1899 3.8819 1.7440 -0.438
O 0.8086 2.9937 -0.1865 -0.336
O 1.9069 1.6197 3.1932 -0.638
F 3.2410 1.9298 -0.3338 -0.327
F 3.8405 3.1163 1.5113 -0.290
H 1.1700 -1.4943 -1.6478 0.212
H -2.1220 0.7510 0.0537 0.218
H 2.5823 -0.7907 0.0533 0.226
H -0.5178 1.4897 1.9297 0.206
H -2.6285 -1.2048 -1.5522 0.228
H -1.8444 -0.2162 -2.8454 0.230
H -1.2762 -1.7844 -2.5838 0.230
H 3.0085 0.3816 2.0984 0.195
H 1.1690 2.3109 3.0372 0.499
```

The net charge is 0. The HOMO-LUMO gap is 8.73 eV. As for the energy above the lowest of the compared OMol25 structures with the same formula, charge and spin: 132.2 kJ/mol.

=====

# 4
Formula: C9H9F3O5
Source: the Open Molecules 2025 dataset
Level of theory: wB97M-V/def2-TZVPD

Structure (XYZ):
```
26
Properties=species:S:1:pos:R:3:nbo_charge:R:1
O 1.9821 2.1554 1.2374 -0.546
C 2.2472 1.1890 0.5856 0.807
O 3.2048 0.2905 0.9360 -0.712
C 1.5286 0.8732 -0.7054 -0.545
C 0.4454 -0.2403 -0.5498 0.256
C -0.8288 0.1994 -1.2629 -0.412
C -1.6231 1.3024 -0.5420 -0.462
C -2.5774 0.7961 0.4806 0.209
F -3.5118 1.6979 0.8721 -0.315
C -2.5437 -0.3633 1.1480 0.695
F -2.4815 -1.5659 0.6090 -0.301
F -2.6273 -0.4519 2.4536 -0.282
C 0.9087 -1.6377 -0.9788 -0.099
O 1.4964 -2.1884 0.1924 -0.486
C 0.7396 -1.6993 1.2085 0.970
O 0.5098 -2.2381 2.2365 -0.542
O 0.2944 -0.4519 0.8777 -0.528
H 3.0847 0.0311 1.8600 0.507
H 2.2335 0.5720 -1.4835 0.238
H 1.0646 1.8082 -1.0134 0.234
H -0.4794 0.6265 -2.2076 0.228
H -1.4526 -0.6533 -1.5331 0.227
H -0.9301 2.0138 -0.0794 0.238
H -2.1788 1.8618 -1.3007 0.225
H -0.0085 -2.2155 -1.1564 0.182
H 1.5031 -1.7115 -1.8845 0.216
```

The net charge is 0. The HOMO-LUMO gap is 9.24 eV. As for the energy above the lowest of the compared OMol25 structures with the same formula, charge and spin: 185.6 kJ/mol.

=====

# 5
Formula: C9H9FHgNO4S
Source: the Open Molecules 2025 dataset
Level of theory: wB97M-V/def2-TZVPD

Structure (XYZ):
```
26
Properties=species:S:1:pos:R:3:nbo_charge:R:1
Hg 2.1805 1.0758 -2.6939 0.685
C 0.1773 0.3905 4.0783 -0.619
C 0.1643 0.0506 2.6144 -0.043
C -0.9787 -0.4380 2.0002 -0.235
C -0.9434 -0.8446 0.6759 -0.223
C 0.2377 -0.7688 -0.0365 -0.238
C 1.3654 -0.2271 0.5502 -0.192
C 1.3262 0.1947 1.8655 -0.203
S 0.3762 -1.5257 -1.6842 2.277
O 1.7759 -1.8909 -1.8281 -1.013
O -0.5227 -2.6808 -1.5879 -1.025
N -0.0288 -0.5498 -2.8491 -0.958
C -1.3227 -0.0112 -2.8597 -0.366
C -1.4461 1.4591 -3.5021 0.774
O -2.6108 1.7552 -3.7895 -0.795
O -0.4275 2.1350 -3.6298 -0.769
H -0.6784 -0.0459 4.5929 0.196
H 0.1461 1.4709 4.2166 0.208
H 1.0950 0.0157 4.5335 0.204
H -1.8944 -0.5333 2.5729 0.186
H -1.8219 -1.2546 0.2024 0.229
H 2.2713 -0.1490 -0.0302 0.259
H 2.2084 0.6227 2.3228 0.209
H -1.7641 0.0867 -1.8561 0.169
H -2.0066 -0.6150 -3.4727 0.183
F 3.1220 2.2770 -0.4066 -0.899
```

The spin multiplicity is 2. The net charge is -2. The HOMO-LUMO gap (alpha / beta) is 6.28 / 5.85 eV. As for the energy above the lowest of the compared OMol25 structures with the same formula, charge and spin: 86.6 kJ/mol. The expectation value of S² is 0.76.

=====

# 6
Formula: C9H9IrNO5S
Source: the Open Molecules 2025 dataset
Level of theory: wB97M-V/def2-TZVPD

Structure (XYZ):
```
26
Properties=species:S:1:pos:R:3:nbo_charge:R:1
Ir 0.9389 -0.5074 0.5568 1.274
O 1.6188 -4.6141 -0.3194 -0.609
C 1.1081 -3.4256 -0.1410 0.827
O 1.7342 -2.5215 0.4047 -0.657
C -0.3023 -3.3112 -0.6416 -0.179
O -0.7616 -1.9960 -0.4745 -0.546
C -1.3128 -1.3360 -1.6312 -0.195
C -0.4693 -0.1703 -2.0834 0.737
O -0.8604 0.4801 -3.0157 -0.561
O 0.6496 0.0360 -1.4267 -0.789
H 2.5253 -4.6561 0.0370 0.525
H -0.9077 -4.0098 -0.0574 0.243
H -0.3272 -3.6389 -1.6828 0.240
H -2.3000 -0.9628 -1.3693 0.233
H -1.4083 -2.0290 -2.4652 0.221
S -0.8590 0.0829 2.1275 0.205
C -0.3594 1.6884 1.7357 -0.019
C -1.0019 2.8627 2.0897 -0.197
C -0.4910 4.0542 1.5792 -0.125
C 0.6096 4.0223 0.7447 -0.205
C 1.2024 2.7967 0.4353 0.101
N 0.7347 1.6691 0.9410 -0.514
H -1.8751 2.8367 2.7257 0.255
H -0.9636 4.9956 1.8250 0.249
H 1.0203 4.9309 0.3281 0.252
H 2.0579 2.7232 -0.2223 0.237
```

The spin multiplicity is 5. The net charge is +1. The HOMO-LUMO gap (alpha / beta) is 8.52 / 5.88 eV. As for the energy above the lowest of the compared OMol25 structures with the same formula, charge and spin: 0.0 kJ/mol. The expectation value of S² is 6.02.

=====

# 7
Formula: C9H9IrNO5S
Source: the Open Molecules 2025 dataset
Level of theory: wB97M-V/def2-TZVPD

Structure (XYZ):
```
26
Properties=species:S:1:pos:R:3:nbo_charge:R:1
Ir 0.0380 0.6549 -0.8527 0.881
O 2.0892 -3.2368 0.0009 -0.627
C 1.2019 -2.2656 0.0007 0.809
O 1.1384 -1.4127 -0.8593 -0.624
C 0.2376 -2.4125 1.1578 -0.193
O -0.5857 -1.2589 1.2476 -0.454
C -0.5309 -0.5543 2.4053 -0.041
C 0.8712 0.5247 2.3243 0.807
O 1.1937 0.6647 3.4732 -0.382
O 1.1735 0.8595 1.1947 -0.615
H 2.6623 -3.1565 -0.7809 0.523
H 0.7821 -2.6077 2.0827 0.235
H -0.4013 -3.2716 0.9398 0.255
H -0.4053 -1.1408 3.3096 0.221
H -1.3319 0.1804 2.4434 0.243
S 1.5519 1.4718 -2.0319 0.049
C -1.3096 2.0244 -1.0811 0.069
C -1.6591 3.2045 -1.7089 -0.268
C -2.9905 3.5782 -1.5954 -0.120
C -3.8874 2.7789 -0.8884 -0.243
C -3.4400 1.6077 -0.3052 0.056
N -2.1565 1.2570 -0.4064 -0.531
H -0.9363 3.7906 -2.2563 0.249
H -3.3375 4.4896 -2.0636 0.240
H -4.9256 3.0626 -0.7967 0.244
H -4.0985 0.9473 0.2431 0.215
```

The spin multiplicity is 5. The net charge is +1. The HOMO-LUMO gap (alpha / beta) is 9.56 / 5.90 eV. As for the energy above the lowest of the compared OMol25 structures with the same formula, charge and spin: 87.4 kJ/mol. The expectation value of S² is 6.02.

=====

# 8
Formula: C9H9N
Source: the Open Molecules 2025 dataset
Level of theory: wB97M-V/def2-TZVPD

Structure (XYZ):
```
19
Properties=species:S:1:pos:R:3:nbo_charge:R:1
C -1.6718 2.3486 0.5171 -0.270
C -1.6413 1.7652 -0.7154 -0.151
C -0.9802 1.7239 1.5299 -0.107
C -0.8884 0.6587 -1.0235 -0.257
C -0.1042 0.6396 1.2378 -0.292
C -0.1610 0.0624 -0.0283 0.236
C 0.9102 0.6015 2.1137 -0.124
C 1.3738 -1.6406 -0.6510 0.195
C 1.5690 -2.9963 -1.1947 -0.682
N 0.2602 -1.2474 -0.2599 -0.432
H -2.5256 3.1233 0.6205 0.224
H -2.4090 2.2027 -1.4246 0.215
H -0.8418 2.2071 2.4641 0.213
H -0.7260 0.3401 -2.0688 0.225
H 0.7101 0.8612 3.1641 0.133
H 2.2372 -0.9601 -0.5427 0.164
H 1.7935 -2.7320 -2.1807 0.236
H 0.6200 -3.4523 -0.7854 0.249
H 2.4752 -3.5057 -0.7722 0.226
```

The net charge is 0. The HOMO-LUMO gap (alpha / beta) is 6.93 / 7.34 eV. As for the energy above the lowest of the compared OMol25 structures with the same formula, charge and spin: 490.7 kJ/mol.